Record 1
{"formula": "C4H4F2N2O", "method": "the ωB97M-V functional and the def2-TZVPD basis", "e_homo_ev": [-8.218, -8.219], "homo_lumo_gap_ev": [7.5, 7.5], "species": ["C", "C", "C", "C", "N", "N", "O", "F", "F", "H", "H", "H", "H"], "positions_angstrom": [[0.175200, 1.647215, 0.537169], [-0.657476, 0.852288, -0.060650], [1.126862, -0.708980, 0.040900], [-1.918735, 0.245907, 0.020450], [1.479624, 1.433912, 0.675969], [1.524622, -1.834662, -0.545273], [1.990776, 0.201539, 0.368701], [-2.265578, -0.252050, 1.264766], [-1.990711, -0.893794, -0.802182], [0.204038, 2.738578, 0.775115], [-2.822524, 0.875226, -0.387265], [0.721642, -2.449570, -0.935659], [2.432255, -1.855609, -0.952043]], "atomic_forces_ev_per_a": [[4.13, 2.70, 0.87], [0.66, -3.43, -1.61], [-2.14, 1.86, -0.44], [-3.30, -1.10, -0.83], [0.74, 2.37, 1.28], [-2.80, -0.47, -0.22], [-0.94, -2.43, -0.79], [0.01, 0.32, -0.17], [0.28, 0.48, 0.29], [-1.45, -0.89, -0.03], [1.86, -0.53, 1.06], [2.27, 1.50, 0.99], [0.68, -0.38, -0.39]], "nbo_charge": [-0.14, -0.05, 0.51, 0.43, -0.22, -0.81, -0.32, -0.35, -0.36, 0.29, 0.19, 0.44, 0.40]}

=====

Record 2
{"formula": "C13H27N6SSbSe4Ti", "method": "the ωB97M-V functional and the def2-TZVPD basis", "e_homo_ev": [-6.391, -6.408], "homo_lumo_gap_ev": [6.2, 5.5], "spin_multiplicity": 3, "species": ["Ti", "C", "C", "N", "N", "C", "N", "S", "C", "C", "C", "C", "C", "N", "H", "H", "H", "H", "H", "H", "H", "H", "H", "H", "N", "C", "C", "N", "H", "H", "H", "H", "H", "H", "H", "H", "Se", "Se", "Se", "Se", "C", "Sb", "C", "C", "H", "H", "H", "H", "H", "H", "H", "H", "H"], "positions_angstrom": [[0.535198, -0.529424, 0.722675], [1.760654, 2.970484, -1.904286], [1.657125, 1.662946, -1.182324], [0.553321, 1.200353, -0.535933], [-0.472553, 2.117842, -0.455860], [-1.281227, 2.197484, 0.611890], [-2.287620, 3.092879, 0.594847], [-0.941409, 1.207664, 1.936392], [2.731049, 0.805951, -1.094429], [3.993067, 0.924555, -1.774554], [4.965731, -0.003031, -1.563954], [4.718621, -1.016183, -0.614822], [3.505115, -1.105082, -0.002452], [2.430496, -0.295527, -0.244658], [0.784139, 3.320120, -2.241078], [2.337316, 2.870583, -2.816519], [2.207925, 3.740790, -1.306369], [-0.767995, 2.539271, -1.334537], [-2.362498, 3.707708, -0.180591], [-2.927843, 3.115490, 1.372825], [4.155791, 1.767058, -2.471088], [5.894125, 0.036841, -2.151847], [5.471245, -1.727093, -0.364668], [3.307509, -1.984826, 0.608812], [1.818256, -0.596279, 2.629072], [1.154010, -0.702684, 3.903027], [-0.250650, -1.325067, 3.759367], [-0.524503, -1.767454, 2.373317], [2.284931, -1.556274, 2.452253], [2.651169, -0.018573, 2.764128], [1.049712, 0.313880, 4.296959], [1.787249, -1.333799, 4.555408], [-1.059144, -0.582880, 3.954611], [-0.341474, -2.133543, 4.506210], [-1.572983, -1.724842, 2.212596], [-0.200564, -2.708327, 2.152130], [2.980305, -3.561633, 2.638636], [1.491717, -4.771436, 1.260475], [1.384822, -3.693500, -0.834723], [-0.467606, -2.225831, -0.857008], [-5.320113, 0.666095, -0.927146], [-3.369719, -0.265340, -0.956543], [-4.022044, -1.951884, -2.114798], [-2.614329, 0.816937, -2.718928], [-5.715523, 0.788506, -1.956954], [-5.311333, 1.625732, -0.379529], [-6.001046, 0.029304, -0.397469], [-4.349235, -1.608392, -3.090804], [-4.809448, -2.456212, -1.538550], [-3.184146, -2.632208, -2.286146], [-2.730243, 0.063307, -3.540685], [-1.566846, 0.960175, -2.563438], [-3.158483, 1.735355, -2.902942]], "atomic_forces_ev_per_a": [[0.66, 0.58, 0.13], [-0.89, -0.46, -0.50], [-0.74, 0.52, -0.15], [0.16, 0.30, 0.40], [-1.24, 0.82, -0.22], [0.95, -0.33, -0.19], [0.39, -0.76, 0.27], [-0.16, 0.14, 0.15], [0.56, -2.06, 0.72], [-1.03, 0.75, -0.06], [0.27, -0.24, -0.01], [0.42, 0.66, -0.48], [-1.52, -0.45, -0.22], [2.59, 0.75, -0.74], [0.06, 0.16, 0.06], [0.24, -0.11, -0.05], [0.23, 0.44, 0.44], [0.02, -0.07, 0.34], [-0.38, 0.54, -0.30], [0.09, 0.09, -0.24], [-0.19, -0.64, 0.48], [-0.40, -0.03, 0.50], [0.35, -0.47, 0.09], [0.11, 0.33, 0.19], [0.98, -0.48, -1.39], [-0.29, -0.04, 0.69], [-0.49, 0.09, 0.22], [-1.33, 0.23, -0.42], [-0.68, 0.68, 0.25], [-0.38, 0.21, -0.34], [0.08, -0.26, 0.27], [-0.47, 0.38, 0.04], [0.76, -0.40, 0.20], [-0.17, 0.19, -0.49], [1.82, -0.33, 0.02], [-0.07, -0.26, 0.25], [-0.15, -0.68, -0.15], [0.01, 0.46, 0.01], [0.12, -0.09, 0.20], [-0.19, -0.12, 0.13], [0.05, 0.63, -0.56], [-0.01, 0.21, -0.37], [0.22, -0.12, 0.28], [-0.67, -1.55, -0.05], [0.28, 0.11, 0.59], [0.09, -0.31, -0.44], [-0.36, -0.49, 0.32], [-0.41, 0.04, 0.00], [0.14, 0.04, -0.42], [-0.10, 0.04, 0.25], [0.02, 0.97, 0.49], [0.68, 0.25, -0.07], [-0.04, 0.10, -0.14]], "mulliken_spin": [1.10, -0.03, 0.24, 0.10, -0.02, 0.03, 0.01, -0.01, 0.13, 0.09, 0.01, 0.13, -0.01, 0.14, 0.01, 0.01, 0.02, 0.00, 0.00, 0.00, 0.02, 0.00, 0.01, -0.01, 0.03, 0.00, 0.00, -0.01, -0.03, 0.01, 0.00, 0.00, 0.00, 0.00, 0.00, 0.00, 0.00, 0.00, 0.00, 0.01, 0.00, 0.01, 0.00, 0.00, 0.00, 0.00, 0.00, 0.00, 0.00, 0.00, 0.00, 0.00, 0.00]}

=====

Record 3
{"formula": "C4H10NS", "method": "the ωB97M-V functional and the def2-TZVPD basis", "e_homo_ev": -14.435, "homo_lumo_gap_ev": 9.0, "charge": 1, "species": ["C", "C", "C", "C", "N", "S", "H", "H", "H", "H", "H", "H", "H", "H", "H", "H"], "positions_angstrom": [[2.439534, -1.133014, -0.084474], [2.135597, 0.175106, -0.668735], [1.350516, -0.308320, 0.359825], [-0.772418, 1.475688, 0.688395], [-2.790044, -0.863416, -0.309035], [-0.121971, -0.168389, 0.958159], [2.301724, -2.028410, -0.601557], [3.386250, -1.325776, 0.550421], [2.780224, 1.007996, -0.449302], [1.819638, 0.260081, -1.720508], [0.099023, 2.228678, 0.747846], [-1.427211, 1.608767, 1.569096], [-1.486926, 1.437847, -0.166644], [-3.268547, -1.165110, 0.525935], [-3.299217, -1.288974, -1.079396], [-3.146169, 0.087243, -0.320031]], "atomic_forces_ev_per_a": [[3.07, -1.07, 2.29], [2.08, 2.41, -3.04], [-2.73, -0.32, 0.63], [0.45, 0.88, 0.14], [-0.38, 0.73, 0.11], [-0.14, -1.17, 1.19], [-0.93, -1.22, -0.94], [-1.68, 0.95, -0.67], [0.48, 0.19, 0.26], [-0.46, -0.16, 0.65], [-1.72, -1.02, -0.61], [0.48, 0.05, -0.19], [1.20, 0.44, 0.24], [-0.02, -0.80, 0.36], [0.21, -0.26, -0.02], [0.10, 0.37, -0.41]], "nbo_charge": [-0.42, -0.48, -0.07, -0.80, -1.08, 0.80, 0.27, 0.29, 0.28, 0.28, 0.28, 0.27, 0.28, 0.37, 0.38, 0.35]}

=====

Relative energy (zero: lowest compared OMol25 entry of this formula, charge and spin) list, top to bottom, in eV: 6.300; 0.232; 2.955